Formula: C30H57BF8GaN2O5
Source: the Open Molecules 2025 dataset
Level of theory: ωB97M-V/def2-TZVPD

Geometry as XYZ:
```
104
Properties=species:S:1:pos:R:3:forces:R:3
Ga 2.685193 -3.740624 -3.455323 0.0 -0.3 -0.1
F 3.589300 1.533202 1.064889 -0.5 0.3 -0.1
F 3.584876 1.710345 3.687995 -0.6 -0.2 -0.1
F 0.399535 2.173196 2.279427 -0.1 0.0 0.0
F 2.112773 0.131051 3.165836 0.2 0.4 0.1
F 2.246520 1.313300 -1.259020 -0.2 0.1 0.3
F 0.341729 1.839196 -0.310631 0.2 -0.1 0.1
F 1.997251 3.603058 2.700083 -0.1 -0.2 0.0
F 2.546015 3.327340 0.330239 -0.1 -0.4 0.3
O 0.890738 -0.976021 -0.747595 0.2 -0.1 0.2
O 0.604033 -7.587298 -1.861001 0.3 0.0 -0.1
O -1.613856 4.109689 -5.661757 0.5 -0.1 0.0
O -2.064826 -2.564370 4.081843 0.5 0.0 0.0
O 4.598833 -5.596204 -1.850723 0.0 0.3 0.0
N -1.575476 -1.855916 5.042952 -1.4 -0.3 -0.4
N -0.966387 4.751621 -4.748076 -1.5 -0.1 -0.3
C 1.376227 -0.228382 0.300403 -0.5 0.2 0.3
C -3.608694 -0.657505 6.731239 0.1 0.0 -0.1
C -0.852198 -2.020580 7.437486 0.0 0.2 0.0
C -2.427170 6.717328 -4.370759 -0.3 -0.1 0.2
C 1.682877 -5.137872 -4.592517 -0.3 0.3 0.4
C -1.233165 4.185367 -3.390083 0.7 -0.3 0.8
C -0.100169 4.523754 -2.404384 0.1 0.2 0.0
C 0.800667 -6.125698 -3.808373 0.5 0.1 -0.5
C 1.737783 2.325541 2.310101 0.5 0.4 0.2
C -0.479029 -6.994864 -1.187168 -0.1 -0.3 -0.2
C -2.690919 6.232441 -2.945597 0.1 -0.1 0.0
C 5.919415 -3.942716 -3.255591 -0.3 -0.5 0.4
C -1.861154 -2.481031 6.367873 0.7 -0.2 0.9
C -3.287532 -2.150306 6.808173 -0.3 0.2 -0.1
C -1.694256 -3.990902 6.246061 -0.1 -0.2 -0.2
C 1.517257 -3.062421 -1.877454 0.5 0.1 -0.1
C -1.028864 6.542100 -6.428957 -0.1 -0.1 -0.2
C 0.079160 6.978129 -4.288482 0.0 0.0 0.1
C -1.891305 -0.409147 4.857481 0.7 0.9 0.1
C -1.095744 6.225510 -4.939834 0.8 0.8 0.1
C 2.361698 2.107166 0.903229 0.2 0.2 -0.4
C -3.312969 -0.111508 5.334102 -0.3 -0.2 0.2
C 1.543742 1.236648 -0.085474 0.5 -0.1 -0.6
C 1.902657 -1.647755 -1.568444 -0.3 -0.1 -0.6
C -2.566728 4.710937 -2.859372 -0.3 0.3 -0.1
C 2.269793 1.449181 3.452231 0.3 -0.1 0.1
C -1.276985 2.664249 -3.481627 -0.1 -0.1 -0.2
C -1.756992 -0.050390 3.382891 -0.1 -0.2 -0.3
C -0.879138 0.478290 5.604776 0.0 0.0 0.1
C 1.435338 -6.626504 -2.536694 -0.3 -0.2 0.3
B 4.528785 -4.547826 -2.759016 -0.1 0.1 0.0
H -1.414034 -7.363543 -1.610291 -0.2 0.0 -0.1
H 1.034871 -4.571091 -5.260929 -0.1 0.0 -0.2
H 0.026887 7.025974 -3.204467 0.0 0.0 0.0
H 2.368576 -5.681155 -5.240480 0.3 -0.1 0.0
H -1.827849 -4.445420 7.227421 0.0 0.1 0.1
H -0.892896 -2.694749 8.292657 -0.1 -0.1 -0.1
H -3.043543 -0.103830 7.486202 0.0 0.0 0.0
H 0.646836 -0.255684 1.113440 -0.1 0.0 0.1
H 0.139747 0.150190 5.392804 0.0 -0.1 0.0
H 0.454274 -3.098832 -2.100817 -0.2 -0.1 -0.1
H -0.164040 3.880117 -1.530298 -0.1 -0.1 -0.1
H 2.377218 -7.120723 -2.743099 0.2 -0.2 -0.1
H -0.979214 1.510136 5.265842 -0.1 0.0 -0.1
H -1.871641 6.125873 -6.976335 0.0 -0.1 0.1
H 1.988652 -1.076896 -2.490111 -0.1 0.2 -0.1
H -3.993365 -2.694880 6.173464 0.1 0.0 -0.1
H -4.023972 -0.550069 4.627317 0.1 -0.1 0.0
H -2.003158 6.713787 -2.245060 0.0 0.0 0.0
H -1.014741 0.498830 6.683048 0.0 0.0 0.0
H 1.029109 6.520880 -4.566360 0.0 0.0 0.0
H -0.763589 -0.299141 3.008562 0.0 0.0 0.0
H -1.048457 -1.025978 7.830270 0.0 0.0 -0.1
H -3.695146 6.533976 -2.639705 0.0 0.0 0.0
H -0.110310 6.153421 -6.869999 0.0 0.0 0.0
H -2.107067 2.312086 -4.090277 0.0 0.1 -0.1
H 1.694018 1.693252 4.345915 0.0 -0.1 0.1
H 1.736536 -3.692538 -1.016067 -0.2 -0.1 0.2
H 1.651531 -5.822304 -1.836733 0.1 0.3 0.0
H -0.468084 -5.912912 -1.279963 0.0 0.2 0.1
H -2.444317 7.809219 -4.407417 0.1 0.0 0.0
H 5.515103 -5.703383 -1.576969 0.2 -0.3 0.1
H 5.959588 -4.040011 -4.337066 0.1 0.2 -0.2
H 2.873200 -1.591140 -1.076724 0.1 0.0 0.2
H -0.458334 -7.278463 -0.136621 0.1 0.1 0.2
H 0.604899 -7.010938 -4.417327 -0.3 -0.1 -0.1
H 0.091031 8.010551 -4.639077 -0.1 0.0 -0.1
H -0.134722 5.543394 -2.025429 0.0 0.0 -0.1
H 0.165204 -2.042606 7.045772 0.0 0.0 0.0
H 0.876714 4.357150 -2.859254 0.0 0.0 0.0
H -2.686505 4.381430 -1.825493 0.1 -0.1 0.0
H 6.798938 -4.433876 -2.820124 0.2 0.0 0.0
H -1.042857 7.623396 -6.565669 0.0 0.1 0.1
H -2.489226 -0.561977 2.762588 0.1 -0.1 0.1
H -4.663044 -0.500026 6.967084 0.0 0.0 0.0
H 5.936896 -2.886213 -3.001897 0.1 0.3 -0.1
H -0.351988 2.269789 -3.902403 0.0 0.0 0.0
H -3.240363 6.369258 -5.015648 0.1 -0.1 0.0
H -3.383791 4.257499 -3.429538 0.1 0.0 -0.1
H -0.697639 -4.244880 5.883634 0.0 0.0 0.0
H -2.424557 -4.432614 5.572185 0.1 0.1 -0.1
H -1.908081 1.020888 3.255231 0.0 0.1 0.1
H 2.314920 -0.601449 0.705398 0.3 -0.1 -0.1
H -3.474162 0.968333 5.309518 0.1 0.0 0.0
H 3.032775 -2.441176 -4.362334 -0.1 0.1 -0.1
H -0.153963 -5.645750 -3.607674 -0.2 0.0 0.2
H -3.436152 -2.516085 7.826655 0.1 0.0 0.0
H -1.395354 2.248101 -2.482712 0.1 0.1 0.1
```
Forces are in eV/Å.

Its expectation value of S² is 2.01. As for the spin multiplicity: 3. Its net charge is -1. The value obtained for the frontier orbital gap (spin up / spin down) is 0.2154 / 0.2123 Ha. Its total energy is -4411.46528 a.u.

Atomic partial charges in e from the Mulliken method, atoms 1 to 99: number 1, Ga, carries 0.3349; number 2, F, carries -0.2828; number 3, F, carries -0.2985; number 4, F, carries -0.1688; number 5, F, carries -0.2151; number 6, F, carries -0.3672; number 7, F, carries -0.3409; number 8, F, carries -0.3537; number 9, F, carries -0.3245; number 10, O, carries -0.2721; number 11, O, carries -0.4660; number 12, O, carries -0.6099; number 13, O, carries -0.6077; number 14, O, carries -0.6797; number 15, N, carries 0.4672; number 16, N, carries 0.4365; number 17, C, carries -0.7018; number 18, C, carries -0.5046; number 19, C, carries -1.7093; number 20, C, carries -1.3052; number 21, C, carries -0.8810; number 22, C, carries 1.9829; number 23, C, carries -1.6995; number 24, C, carries -0.4017; number 25, C, carries 0.6727; number 26, C, carries -0.6183; number 27, C, carries -0.4396; number 28, C, carries -1.0945; number 29, C, carries 1.6716; number 30, C, carries -1.3062; number 31, C, carries -1.8534; number 32, C, carries -0.5376; number 33, C, carries -1.8635; number 34, C, carries -1.7047; number 35, C, carries 2.0585; number 36, C, carries 1.6923; number 37, C, carries 0.5179; number 38, C, carries -1.4057; number 39, C, carries 1.2409; number 40, C, carries -0.8657; number 41, C, carries -1.4230; number 42, C, carries 0.1520; number 43, C, carries -1.8290; number 44, C, carries -2.1508; number 45, C, carries -1.6540; number 46, C, carries -0.3111; number 47, B, carries 0.5176; number 48, H, carries 0.2476; number 49, H, carries 0.3888; number 50, H, carries 0.2841; number 51, H, carries 0.3754; number 52, H, carries 0.4306; number 53, H, carries 0.4815; number 54, H, carries 0.3122; number 55, H, carries -0.1203; number 56, H, carries 0.2368; number 57, H, carries 0.3905; number 58, H, carries 0.3030; number 59, H, carries 0.2216; number 60, H, carries 0.5229; number 61, H, carries 0.3806; number 62, H, carries 0.1143; number 63, H, carries 0.3832; number 64, H, carries 0.3915; number 65, H, carries 0.3078; number 66, H, carries 0.2368; number 67, H, carries 0.3724; number 68, H, carries 0.3684; number 69, H, carries 0.2956; number 70, H, carries 0.3958; number 71, H, carries 0.4446; number 72, H, carries 0.4006; number 73, H, carries 0.2093; number 74, H, carries 0.3378; number 75, H, carries 0.2504; number 76, H, carries 0.2361; number 77, H, carries 0.3830; number 78, H, carries 0.2738; number 79, H, carries 0.2757; number 80, H, carries 0.2458; number 81, H, carries 0.2435; number 82, H, carries 0.3413; number 83, H, carries 0.4617; number 84, H, carries 0.1487; number 85, H, carries 0.3410; number 86, H, carries 0.4369; number 87, H, carries 0.3695; number 88, H, carries 0.2893; number 89, H, carries 0.4212; number 90, H, carries 0.4411; number 91, H, carries 0.4046; number 92, H, carries 0.2796; number 93, H, carries 0.4743; number 94, H, carries 0.3707; number 95, H, carries 0.4048; number 96, H, carries 0.4444; number 97, H, carries 0.3801; number 98, H, carries 0.5164; number 99, H, carries 0.5897